{"formula": "C29H62Cl10O9", "method": "wB97M-V/def2-TZVPD", "e_homo_ev": -9.7, "e_lumo_ev": 0.353, "orbital_gap_ev": 10.04, "molar_mass_da": 909.3, "smiles": "C1CCOC1.C1CCOC1.C1CCOC1.C1CCOC1.C1CCOC1.ClCCl.ClCCl.ClCCl.ClCCl.ClCCl.OCCO.OCCO", "symbols": ["H", "Cl", "H", "H", "C", "H", "H", "C", "C", "C", "H", "H", "C", "C", "H", "H", "H", "H", "O", "H", "Cl", "O", "C", "C", "H", "H", "Cl", "H", "H", "C", "C", "H", "H", "C", "H", "H", "H", "H", "Cl", "Cl", "C", "H", "H", "C", "H", "H", "H", "Cl", "H", "Cl", "H", "C", "H", "H", "C", "C", "Cl", "C", "H", "H", "C", "H", "Cl", "H", "H", "O", "H", "H", "H", "H", "C", "C", "O", "C", "H", "H", "C", "H", "H", "C", "H", "O", "O", "H", "H", "H", "H", "Cl", "O", "H", "C", "H", "H", "H", "H", "C", "H", "H", "H", "H", "C", "C", "O", "H", "H", "H", "C", "H", "O", "C"], "positions_angstrom": [[-0.9170, 3.5678, -3.3145], [3.5941, -1.0019, 2.0511], [3.4577, 0.0706, -1.0318], [2.4287, -5.2198, 3.2991], [-2.2018, 4.2526, 4.2043], [5.7142, 0.4104, -1.8227], [0.9722, 2.1731, -2.8016], [2.7133, 3.5435, -0.4394], [-3.0898, 4.9427, 3.1646], [0.3932, 3.7956, 0.0688], [-1.5752, -5.4859, 2.3524], [5.3900, -2.4747, 1.7347], [0.4990, 0.8943, -4.4635], [-2.6073, -1.4596, 2.2899], [2.9383, -2.2937, -2.0571], [2.6782, 3.6109, 1.7923], [5.1595, -2.7869, -3.6138], [-4.3579, -2.0561, -1.0560], [-0.9214, 0.7844, -4.3739], [4.8550, 1.2318, -3.1519], [-3.7832, -4.2017, -0.4424], [-0.3898, 0.4432, 0.6034], [-4.4904, -3.0199, -1.5348], [3.8646, -1.7303, -2.1647], [-2.5214, 5.7341, 2.6704], [1.2588, -3.3260, 3.9183], [0.4538, -2.8877, -4.3685], [0.1117, -2.2440, 0.3413], [3.7006, 3.9756, -0.5988], [2.3923, 2.9844, 0.9408], [-2.3519, 2.8260, 2.3736], [0.1452, 1.2429, 0.8139], [0.3980, -6.5032, 3.3175], [-0.6190, -5.0149, 2.1054], [-2.5765, 4.3196, 5.2303], [-1.2113, 4.7149, 4.3229], [0.8016, 0.6833, -5.4953], [2.6526, 2.7040, -1.1393], [1.9904, 1.0449, 4.2074], [-4.4121, 0.7456, -1.5862], [0.5359, -5.9415, 2.3927], [-0.0877, 1.5879, 5.0612], [0.6468, -6.6929, 1.6066], [-0.0383, -1.6608, -0.5738], [2.8647, 0.1394, -2.6965], [-0.2670, 3.8563, -4.9366], [-2.1505, 0.9619, -2.1853], [-2.8931, 3.1961, -1.6232], [-0.3874, 3.3385, -0.5373], [-2.3251, -3.8884, -4.1922], [-4.4531, 3.4557, 2.2973], [-3.3415, -2.5650, 3.0124], [-1.8999, -1.4874, -0.1417], [-0.2533, 1.0613, 3.3256], [-1.4773, 2.0366, -4.7345], [1.7198, -4.9885, 2.5040], [6.3147, -0.3193, 1.2991], [-0.4779, 3.0921, -4.1897], [-3.9246, -3.0224, -2.4570], [5.6350, -1.4925, 3.1761], [-3.4492, 3.8597, 2.1706], [-3.4195, 4.2029, 1.1324], [-0.2626, -0.7836, 4.6412], [-3.9736, 5.4128, 3.5948], [-1.4326, 3.0052, 1.8075], [-2.0725, 2.9017, 3.7859], [-1.4441, 2.0969, -5.8311], [-1.3785, -2.0128, -3.1635], [0.5691, -2.0402, -1.3996], [-0.7236, -4.7582, 1.0394], [4.9850, 0.2850, -2.6262], [1.0556, -3.6402, 2.8933], [-4.6664, -2.2058, 3.4048], [0.7693, 2.2751, -3.8679], [-0.0798, 4.4749, 0.7806], [2.9652, 2.0573, 1.0397], [-1.2475, -2.4897, -4.1328], [-2.6695, 1.7958, 2.2085], [0.9815, 0.1063, -3.8822], [0.2219, 0.9060, 4.2844], [-2.8092, -2.9041, 3.9063], [-1.4066, -1.7580, -0.9408], [5.4663, -0.7399, -3.5012], [0.3941, 0.3590, -1.2496], [-1.5495, -1.7009, 2.2104], [2.2937, -4.8816, 1.5832], [-2.3723, 1.1514, -0.4580], [-6.2124, -3.2394, -1.8652], [-3.1919, -1.0516, 1.0620], [-3.2933, -3.4519, 2.3711], [4.5843, -1.8697, -3.4982], [-4.0816, -0.7195, 1.2188], [3.8702, -1.8340, -4.3311], [-1.5017, -1.7218, -4.8572], [1.3914, 4.7485, -1.7205], [5.3075, -1.4727, 2.1418], [1.7475, 5.4296, -0.1469], [1.3637, -2.7985, 2.2687], [-2.4934, 2.1551, -4.3717], [1.4943, -0.2282, -0.0060], [3.6744, -0.2282, -2.0578], [-2.7822, 1.4207, -1.4285], [-0.3606, -3.8795, 2.8962], [-5.2243, -2.9423, 3.1392], [1.6816, 2.6555, -4.3370], [-2.5674, -0.5412, 2.8899], [0.4457, -0.2642, -0.3333], [4.5933, -2.0337, -1.4064], [1.0046, 2.7375, 0.8595], [1.5286, 4.4969, -0.6712]], "lowdin_charge": [0.044, 0.520, 0.080, 0.105, -0.201, 0.100, 0.081, -0.150, -0.157, -0.163, 0.121, 0.028, -0.199, -0.254, 0.098, 0.127, 0.120, -0.037, -0.179, 0.115, 0.551, -0.100, -1.064, -0.163, 0.108, 0.098, 0.536, 0.111, 0.119, -0.206, -0.177, 0.041, 0.115, -0.232, 0.116, 0.113, 0.127, 0.094, 0.506, 0.565, -0.165, 0.022, 0.114, -0.218, 0.093, 0.109, 0.016, 0.572, 0.074, 0.570, 0.117, -0.244, 0.037, -0.006, -0.192, -0.147, 0.535, -0.156, -0.049, 0.028, -0.162, 0.081, 0.579, 0.109, 0.095, -0.158, 0.121, -0.002, 0.097, 0.119, -0.196, -0.211, -0.051, -0.160, 0.115, 0.102, -1.021, 0.113, 0.081, -0.957, 0.115, -0.092, -0.132, 0.116, 0.083, 0.105, 0.002, 0.519, -0.114, 0.085, -0.192, 0.096, 0.112, 0.023, 0.108, -1.009, 0.112, 0.060, 0.101, 0.087, -0.183, -0.957, -0.168, 0.085, 0.116, 0.096, -0.214, 0.113, -0.193, -0.142]}